Entry 1:
{
  "formula": "C37H54AsGe2N4O4S5Zr",
  "method": "ωB97M-V/def2-TZVPD",
  "total_charge": 0,
  "spin_multiplicity": 2,
  "total_energy_ha": -10390.034187,
  "e_above_lowest_kcal_mol": 0.0,
  "orbital_gap_ev": [6.96, 5.53],
  "elements": ["Zr", "S", "As", "S", "S", "S", "C", "C", "O", "C", "C", "C", "C", "C", "C", "H", "H", "H", "H", "H", "H", "H", "H", "N", "N", "H", "H", "H", "H", "O", "C", "O", "C", "C", "C", "C", "S", "C", "C", "H", "H", "H", "H", "H", "N", "C", "C", "N", "C", "C", "H", "H", "H", "H", "H", "H", "H", "H", "H", "H", "H", "C", "C", "C", "O", "H", "H", "H", "H", "H", "H", "H", "C", "Ge", "C", "C", "Ge", "C", "C", "C", "C", "C", "C", "C", "C", "C", "C", "C", "C", "H", "H", "H", "H", "H", "H", "H", "H", "H", "H", "H", "H", "H", "H", "H", "H", "H", "H", "H"],
  "xyz": [[-0.419, -1.450, 0.491], [-1.162, -6.363, 0.723], [-0.561, -4.524, 1.596], [-2.165, -2.960, 1.468], [0.810, -3.569, 0.037], [0.255, -4.544, 3.507], [-0.200, 0.765, -3.264], [0.600, 0.472, -1.999], [-0.220, -0.145, -1.084], [1.284, 1.708, -1.440], [1.863, 1.636, -0.174], [2.590, 2.697, 0.335], [2.731, 3.865, -0.407], [2.135, 3.955, -1.654], [1.418, 2.881, -2.170], [-0.777, -0.129, -3.504], [0.441, 1.005, -4.113], [-0.886, 1.598, -3.087], [1.762, 0.729, 0.405], [3.036, 2.618, 1.319], [3.297, 4.698, -0.010], [2.233, 4.863, -2.238], [0.983, 2.965, -3.157], [-3.846, -1.329, -0.815], [-2.750, -0.549, -0.322], [-4.682, -0.752, -0.846], [-4.003, -2.052, -0.118], [-3.066, 0.050, 0.436], [-2.392, 0.040, -1.065], [7.145, 2.191, -5.473], [6.051, 1.644, -6.048], [5.935, 1.635, -7.239], [5.035, 1.062, -5.114], [4.807, 1.587, -3.845], [3.848, 1.031, -3.012], [3.092, -0.053, -3.452], [1.906, -0.845, -2.404], [3.322, -0.577, -4.724], [4.284, -0.024, -5.549], [7.149, 2.026, -4.523], [5.363, 2.450, -3.494], [3.703, 1.430, -2.017], [2.729, -1.419, -5.061], [4.458, -0.415, -6.544], [-1.286, -5.926, -2.804], [-0.778, -4.942, -3.821], [-0.632, -3.588, -3.128], [-1.818, -3.144, -2.421], [-2.435, -4.192, -1.632], [-2.652, -5.513, -2.344], [-0.700, -5.932, -1.946], [-1.288, -6.872, -3.177], [-1.507, -4.938, -4.631], [0.182, -5.294, -4.196], [-0.283, -2.827, -3.822], [0.156, -3.715, -2.383], [-2.509, -2.669, -2.988], [-3.358, -3.837, -1.190], [-1.777, -4.438, -0.808], [-3.299, -5.471, -3.221], [-3.001, -6.257, -1.631], [2.207, -0.986, 3.906], [2.033, -1.567, 2.517], [3.200, -1.214, 1.608], [0.785, -1.140, 1.965], [3.165, -1.308, 4.320], [1.416, -1.336, 4.571], [2.197, 0.106, 3.864], [1.956, -2.651, 2.602], [3.471, -0.158, 1.702], [2.962, -1.440, 0.569], [4.073, -1.808, 1.886], [-1.751, 3.799, -0.399], [-2.713, 2.871, 1.056], [-4.438, 2.268, 0.284], [-3.164, 4.167, 2.475], [-1.287, 1.144, 2.138], [-2.328, 0.091, 3.432], [-3.677, 0.376, 3.646], [-4.420, -0.354, 4.562], [-3.824, -1.394, 5.266], [-2.487, -1.700, 5.050], [-1.747, -0.966, 4.135], [-0.044, 2.262, 3.174], [0.397, 3.486, 2.668], [1.191, 4.331, 3.428], [1.568, 3.960, 4.714], [1.137, 2.744, 5.231], [0.334, 1.907, 4.469], [-2.233, 3.587, -1.356], [-0.710, 3.485, -0.469], [-1.779, 4.878, -0.237], [-5.062, 3.155, 0.158], [-4.979, 1.567, 0.924], [-4.300, 1.819, -0.702], [-3.553, 5.078, 2.015], [-2.287, 4.424, 3.072], [-3.931, 3.761, 3.137], [-4.158, 1.187, 3.105], [-5.465, -0.115, 4.722], [-4.406, -1.975, 5.971], [-2.024, -2.534, 5.562], [-0.724, -1.256, 3.932], [0.123, 3.789, 1.663], [1.519, 5.278, 3.016], [2.189, 4.615, 5.311], [1.422, 2.448, 6.234], [-0.009, 0.970, 4.894]],
  "forces_ev_per_angstrom": [[-0.4589, -0.4969, -0.4919], [-0.0065, -0.0546, -0.1972], [0.1099, 0.0354, 0.0999], [-0.0483, -0.1705, 0.1518], [0.0249, 0.1324, -0.0536], [-0.0110, -0.0093, -0.0397], [0.0125, -0.1331, -0.0157], [-0.0384, 0.1857, -0.3640], [0.5042, -0.3058, 0.3703], [0.0272, -0.0932, 0.1327], [-0.0790, -0.0081, -0.0332], [-0.0127, 0.0409, 0.0520], [-0.0024, -0.0424, 0.0073], [0.0000, 0.0673, -0.0426], [-0.0232, -0.0397, -0.0181], [0.0120, 0.0078, -0.0270], [-0.0035, 0.0305, 0.0055], [-0.0143, -0.0335, 0.0020], [0.0304, -0.0098, 0.0360], [-0.0063, 0.0039, -0.0099], [-0.0024, -0.0038, -0.0041], [-0.0068, -0.0265, 0.0090], [0.0145, 0.0217, 0.0094], [0.0093, -0.0268, 0.0060], [0.0898, 0.0110, 0.3021], [-0.0147, 0.0169, 0.0566], [0.0579, -0.0536, -0.0391], [-0.0334, 0.1072, -0.0462], [0.0159, -0.0535, -0.0652], [0.0638, 0.0779, -0.0144], [-0.0487, -0.0518, 0.0544], [0.0112, -0.0281, -0.0372], [-0.0352, 0.0057, 0.0560], [0.0154, -0.0029, 0.0399], [0.1876, -0.0312, -0.0511], [-0.0012, 0.0979, 0.0590], [-0.2114, -0.0240, 0.1975], [-0.0706, 0.0422, -0.0275], [0.0098, 0.0293, -0.0783], [-0.0388, -0.0257, -0.0117], [-0.0158, -0.0208, -0.0134], [0.0581, -0.0380, -0.0571], [0.0171, 0.0142, -0.0016], [-0.0035, 0.0083, 0.0336], [0.0357, 0.0282, -0.0739], [0.0279, 0.0511, 0.0365], [-0.0620, -0.1280, 0.1282], [-0.1299, 0.0214, -0.0980], [-0.0770, 0.0597, -0.0200], [-0.0317, 0.0580, 0.0516], [0.0212, -0.0677, 0.0997], [0.0218, -0.0311, 0.0243], [0.0026, -0.0050, -0.0268], [0.0010, -0.0290, 0.0230], [-0.0780, -0.0285, -0.1029], [0.0826, 0.0902, 0.0244], [0.1460, 0.0652, -0.1397], [-0.0803, 0.0106, -0.0810], [0.0293, 0.0541, 0.1487], [0.0062, 0.0085, -0.0140], [0.0004, -0.0282, -0.0084], [-0.0277, 0.0431, -0.0451], [0.1318, -0.1601, 0.2206], [-0.0883, 0.0782, 0.0629], [0.0096, 0.5978, -0.3396], [-0.0111, -0.0136, 0.0055], [0.0305, 0.0382, -0.0046], [0.0026, -0.0705, 0.0280], [0.0287, -0.1204, -0.0385], [-0.0370, 0.0051, -0.0687], [0.0313, -0.0006, -0.0575], [-0.0207, 0.0138, 0.0348], [-0.0312, -0.0644, 0.0676], [-0.0830, 0.1211, -0.0591], [0.1080, 0.0082, 0.0406], [0.0171, -0.0750, -0.0653], [-0.2053, 0.6280, 0.5214], [0.1096, -0.0913, -0.0877], [0.0034, 0.1106, -0.1027], [0.0117, -0.1043, 0.0741], [0.0011, 0.0552, -0.0410], [-0.0655, 0.0237, 0.0066], [-0.0094, 0.0337, -0.0071], [-0.0401, -0.1569, -0.0740], [0.0213, -0.0279, -0.0549], [0.0552, 0.0071, 0.0473], [-0.0595, -0.0547, -0.0631], [0.0123, 0.0356, -0.0095], [-0.0469, -0.0100, 0.0319], [0.0189, -0.0128, 0.0333], [-0.0073, 0.0067, -0.0086], [-0.0043, -0.0416, 0.0167], [0.0112, -0.0202, 0.0087], [0.0387, 0.0099, -0.0152], [0.0166, 0.0035, 0.0391], [0.0049, -0.0296, -0.0128], [-0.0343, -0.0340, -0.0309], [0.0568, -0.0085, -0.0047], [0.0154, -0.0315, 0.0431], [0.0110, -0.0090, 0.0004], [0.0066, 0.0158, -0.0134], [0.0075, 0.0023, -0.0119], [-0.0082, -0.0136, 0.0253], [0.0141, 0.0047, 0.0126], [-0.0054, -0.0149, 0.0119], [0.0008, 0.0021, -0.0055], [-0.0051, 0.0083, -0.0151], [0.0139, 0.0307, -0.0084]]
}

Entry 2:
{
  "formula": "C37H54CdN3OP2",
  "method": "ωB97M-V/def2-TZVPD",
  "total_charge": 1,
  "total_energy_ha": -2531.909686,
  "e_above_lowest_kcal_mol": 0.0,
  "orbital_gap_ev": 6.39,
  "elements": ["C", "C", "C", "C", "C", "H", "H", "H", "N", "P", "P", "C", "H", "H", "C", "H", "C", "C", "C", "C", "C", "H", "H", "H", "C", "H", "H", "H", "C", "H", "H", "H", "C", "H", "H", "H", "C", "H", "H", "H", "C", "H", "H", "H", "C", "H", "H", "H", "C", "H", "H", "H", "C", "H", "H", "H", "C", "H", "H", "H", "C", "H", "H", "H", "C", "H", "H", "H", "Cd", "C", "O", "N", "C", "C", "C", "C", "C", "H", "C", "H", "C", "H", "H", "H", "C", "C", "C", "C", "N", "C", "C", "H", "H", "H", "H", "H", "H", "H"],
  "xyz": [[0.550, 2.421, -2.008], [-1.473, 1.186, -2.075], [0.223, 3.060, -3.210], [-1.830, 1.787, -3.294], [-0.986, 2.749, -3.852], [0.923, 3.778, -3.646], [-2.760, 1.492, -3.788], [-1.253, 3.239, -4.794], [-0.316, 1.536, -1.436], [2.371, 1.012, -0.438], [-2.227, 0.158, 0.430], [1.880, 2.608, -1.322], [2.633, 2.989, -2.033], [1.782, 3.343, -0.501], [-2.204, 0.028, -1.469], [-3.192, -0.110, -1.934], [-3.029, -1.502, 1.008], [-3.406, 1.616, 0.820], [3.081, -0.131, -1.802], [3.787, 1.575, 0.722], [-1.943, -2.409, 1.630], [-1.679, -2.074, 2.644], [-2.359, -3.432, 1.701], [-1.020, -2.444, 1.036], [-4.060, -1.234, 2.125], [-3.581, -0.810, 3.023], [-4.880, -0.570, 1.810], [-4.510, -2.202, 2.413], [-3.698, -2.241, -0.168], [-4.469, -2.925, 0.234], [-4.195, -1.558, -0.875], [-2.973, -2.857, -0.724], [-3.479, 1.814, 2.352], [-2.644, 1.305, 2.857], [-3.396, 2.895, 2.569], [-4.424, 1.458, 2.786], [-2.795, 2.903, 0.221], [-1.703, 2.940, 0.348], [-3.033, 3.016, -0.848], [-3.229, 3.769, 0.755], [-4.813, 1.435, 0.218], [-4.889, 0.499, -0.363], [-5.609, 1.437, 0.980], [-5.016, 2.273, -0.475], [4.288, 0.354, 1.521], [4.579, 0.687, 2.534], [3.494, -0.405, 1.629], [5.170, -0.121, 1.061], [3.215, 2.590, 1.731], [2.657, 3.405, 1.241], [2.546, 2.105, 2.457], [4.060, 3.045, 2.281], [4.948, 2.258, -0.031], [5.263, 3.151, 0.542], [5.828, 1.612, -0.151], [4.631, 2.607, -1.028], [1.928, -0.461, -2.775], [2.219, -0.318, -3.830], [1.657, -1.525, -2.644], [1.034, 0.141, -2.555], [3.510, -1.442, -1.105], [2.750, -1.732, -0.359], [3.581, -2.242, -1.867], [4.492, -1.357, -0.614], [4.240, 0.459, -2.624], [3.954, 1.397, -3.132], [5.142, 0.646, -2.019], [4.517, -0.270, -3.410], [0.181, 0.465, 0.421], [0.142, 2.065, 1.501], [0.081, 2.964, 2.267], [-0.141, -1.179, -0.934], [-1.194, -1.169, -1.663], [-1.471, -2.188, -2.714], [-0.933, -3.485, -2.543], [-2.231, -1.928, -3.875], [-1.153, -4.483, -3.495], [-0.341, -3.670, -1.642], [-2.447, -2.929, -4.832], [-2.654, -0.933, -4.044], [-1.912, -4.211, -4.646], [-0.732, -5.483, -3.341], [-3.037, -2.705, -5.727], [-2.084, -4.994, -5.393], [2.145, -1.341, 6.275], [1.579, -1.183, 4.893], [0.541, -0.285, 4.702], [0.109, -0.008, 3.415], [0.689, -0.579, 2.310], [1.615, -1.564, 2.491], [2.089, -1.871, 3.782], [2.522, -0.347, 6.616], [1.362, -1.677, 6.984], [3.000, -2.046, 6.293], [0.108, 0.254, 5.537], [-0.647, 0.740, 3.329], [2.067, -2.050, 1.647], [2.890, -2.588, 3.905]],
  "forces_ev_per_angstrom": [[-1.2445, -0.3840, -0.4448], [0.8964, 0.8567, -0.1052], [0.0094, -0.1484, 0.0816], [0.1526, -0.0193, 0.2332], [0.1683, -0.1449, 0.3807], [-0.2741, -0.2661, 0.1312], [0.3445, 0.1227, 0.1625], [0.1180, -0.2025, 0.3834], [-0.8447, 1.9679, -2.7021], [3.3052, 0.5369, -1.3349], [-3.1050, -0.3075, -0.2158], [0.1579, -0.1736, 0.4460], [-0.2910, -0.2014, 0.3545], [0.0392, -0.1238, -0.4791], [0.0644, 0.1729, 0.4601], [0.3740, 0.0693, 0.1943], [0.0077, 0.3016, 0.0229], [-0.1770, -0.2518, -0.1567], [0.1902, 0.1671, 0.1116], [0.0241, -0.0412, -0.4014], [0.0439, -0.1041, -0.0624], [-0.0915, -0.0967, -0.2646], [0.2031, 0.3883, 0.0372], [-0.3184, -0.0606, 0.0060], [-0.1773, 0.0077, 0.0230], [-0.2237, -0.1485, -0.3550], [0.2967, -0.3033, 0.1005], [0.2109, 0.3573, -0.0857], [-0.2046, -0.1526, -0.0017], [0.3145, 0.2505, -0.1650], [0.0780, -0.3903, 0.2881], [-0.2926, 0.3337, 0.1660], [0.2501, 0.2706, 0.2038], [-0.2772, 0.1970, 0.0712], [-0.0624, -0.5298, 0.1008], [0.4289, 0.0066, -0.1346], [0.1063, 0.1116, -0.0703], [-0.4264, 0.1890, -0.1410], [0.2612, -0.1038, 0.3377], [0.1831, -0.2984, -0.3361], [-0.3486, 0.0378, -0.5182], [-0.1693, 0.4187, 0.2319], [0.2857, -0.0486, -0.2816], [-0.1115, -0.4616, 0.2705], [0.0236, -0.1392, 0.2385], [-0.0487, -0.2177, -0.3761], [0.4966, 0.3557, 0.0499], [-0.4248, 0.1615, 0.1243], [-0.1943, 0.0427, 0.0210], [0.3091, -0.1708, 0.2677], [0.2478, 0.1159, -0.1335], [-0.4587, -0.2414, -0.1416], [-0.0016, 0.6195, -0.1639], [0.0389, -0.3917, -0.3350], [-0.3471, 0.1401, -0.0168], [0.3096, -0.0454, 0.4335], [-0.4443, -0.2806, -0.1084], [-0.0014, 0.1202, 0.4300], [-0.1504, 0.6711, -0.1405], [0.4189, -0.5496, -0.5029], [0.2102, 0.0353, -0.0310], [0.2640, -0.0841, -0.3957], [-0.0386, 0.3379, 0.3903], [-0.3540, -0.0142, -0.1335], [0.3340, 0.0062, 0.1589], [0.0909, -0.3531, 0.1784], [-0.3621, -0.0905, -0.2776], [-0.1621, 0.2911, 0.3100], [0.6518, -4.4834, -1.4972], [-0.4011, 9.8896, 7.1266], [0.1721, -4.5734, -3.8504], [-1.9856, -1.7365, -1.6051], [1.7398, -0.0884, 1.4198], [-0.2593, -0.7166, -0.7401], [-0.1613, 0.3288, -0.2215], [0.1645, -0.2284, 0.3221], [-0.1060, 0.1836, -0.0994], [-0.2054, 0.0259, -0.3424], [0.1615, -0.1105, 0.1592], [0.1362, -0.3377, 0.0724], [0.0572, 0.2709, 0.2406], [-0.1878, 0.4134, -0.0660], [0.2579, -0.0992, 0.3727], [0.0692, 0.3337, 0.3254], [0.4665, 0.0240, 0.3600], [0.4712, -0.4958, -0.0686], [-0.2588, 0.1843, -0.6697], [1.9090, -1.4688, 0.1029], [0.1391, -1.1872, 2.2528], [-0.6802, 1.3359, 2.0358], [-0.6154, 0.5620, -0.4257], [-0.2930, -0.7125, -0.1178], [0.4921, 0.1637, -0.3430], [-0.5848, 0.3471, 0.0474], [0.0015, -0.0986, -0.0318], [-0.4759, 0.2009, -0.6187], [-0.2465, 0.0080, -0.5108], [-0.0585, -0.0547, -0.0174]]
}